88
Properties=species:S:1:pos:R:3:forces:R:3:lowdin_charge:R:1 method="wB97M-V/def2-TZVPD" e_tot_ha=-1653.6352 relative_energy_kj_mol=168.0 lumo_energy_ev=0.330 spin_multiplicity=1
O -5.0597 -1.9760 2.3157 -0.364 -0.779 0.718 -0.05
O -2.4046 3.4735 0.1110 1.169 1.155 -0.738 0.02
O 0.3307 -4.6151 -3.6538 -0.349 -1.046 -0.382 -0.06
O 2.1483 4.6569 2.8660 -0.809 0.586 1.669 -0.06
O -1.0505 0.2083 -0.9463 -0.910 -0.221 0.476 -0.10
O 2.4762 2.5662 -2.6783 -0.183 -1.579 -0.629 0.03
O 2.2915 -4.7056 4.2889 0.498 -0.308 -0.713 -0.07
O -2.0735 2.5309 -2.3145 0.982 -0.971 -0.984 -0.15
O 5.2107 -0.4043 -0.4918 -1.231 -0.248 1.072 -0.12
N 2.5821 4.4858 -1.6380 2.542 4.863 2.436 0.17
N -3.2621 1.6732 1.0794 0.279 -2.659 0.776 0.20
N 0.6865 3.6755 -1.9217 -7.391 -0.978 0.375 0.20
N -4.2209 3.6212 1.3320 -3.924 3.241 2.184 0.19
C 4.6286 -0.1535 -2.8080 -1.161 1.593 0.667 -0.07
C 4.3115 0.3645 -1.3360 2.461 -1.689 -1.529 -0.26
C -4.1280 2.8862 -3.4487 0.013 -0.896 -0.221 -0.08
C 1.2182 -3.5885 -3.2746 -0.982 0.510 -0.386 -0.47
C 0.2149 -4.6529 5.3350 -1.779 0.788 -0.305 -0.06
C 3.1940 3.0150 1.5534 0.663 -0.152 -0.205 -0.08
C 1.1313 -2.4760 -4.3376 0.034 0.406 -0.087 -0.04
C -3.2378 2.9719 0.8438 2.053 -1.413 -1.839 -0.76
C 0.1747 0.3988 -0.2489 -0.248 -0.141 -0.815 -0.30
C -2.8986 -3.0388 1.7474 -0.283 1.101 -0.441 -0.02
C -3.2368 1.8282 -2.7460 -0.466 2.646 0.089 -0.27
C 3.1605 4.4667 1.9520 0.281 -0.252 -1.360 -0.37
C -4.2882 -1.5422 0.1588 0.835 0.215 -0.568 -0.07
C 0.3487 -0.8003 0.6377 0.379 -0.921 0.397 -0.08
C 0.7521 -3.1000 -1.9158 0.485 0.548 0.687 -0.07
C -3.8632 -1.8156 1.5884 0.732 0.139 -0.656 -0.49
C 1.2104 -2.6267 4.0734 -0.832 0.048 -0.362 -0.06
C 0.9855 -4.1128 4.1655 1.728 -1.108 0.753 -0.50
C 1.9150 3.4863 -2.1088 4.709 -2.038 -1.701 -0.82
H 0.3279 -3.9836 6.1879 0.087 -0.324 0.292 0.08
H 0.0749 2.9136 -2.1775 -0.354 0.297 -0.015 0.10
H 0.1670 1.2705 0.4054 -0.114 0.467 -0.309 0.10
H -2.9111 1.0355 -3.4195 -0.219 -0.064 0.226 0.12
H 6.1274 -0.1223 -0.5337 -0.252 0.401 -0.405 0.07
H 0.3130 4.3510 -1.2704 0.020 -0.349 -0.194 0.13
H -2.8563 -3.3657 2.7864 -0.401 -0.392 -0.079 0.07
H -3.5900 3.3716 -4.2630 -0.036 -0.242 -0.144 0.07
H -0.3290 -1.6090 0.3642 -0.275 0.233 -0.161 0.05
H 2.1915 -4.0778 -3.2388 0.097 0.281 0.118 0.14
H 4.0299 2.8525 0.8730 0.005 -0.271 -0.086 0.07
H 0.2656 -2.0838 4.0463 -0.051 0.133 -0.198 0.08
H 5.6896 -0.1792 -3.0562 0.049 0.352 0.293 0.06
H -1.1291 0.8509 -1.6552 -0.125 0.534 -0.002 0.04
H 1.3213 -1.2876 0.5698 0.269 0.379 0.165 0.07
H 0.8271 -2.8384 -5.3195 0.121 -0.484 0.112 0.08
H 4.5224 1.4245 -1.1947 -0.121 0.037 -0.401 0.08
H 0.3467 -1.7771 -4.0477 -0.043 0.167 0.114 0.07
H -2.5586 1.0944 0.6433 0.135 -0.013 -0.014 0.09
H 3.3741 2.4520 2.4692 0.034 -0.293 -0.075 0.08
H 1.7572 -2.4964 3.1395 0.034 0.490 0.129 0.08
H 3.5747 4.6716 -1.6209 -0.387 -0.611 -0.343 0.13
H -0.2734 -2.7403 -1.8321 -0.356 0.004 -0.932 0.07
H 2.8101 -4.1580 4.8828 0.059 0.032 0.056 0.08
H 0.8897 0.5321 -1.0608 0.786 -0.067 0.515 0.10
H 1.9699 5.2049 -1.2798 0.963 0.376 0.101 0.10
H -4.4476 3.6905 -2.7861 0.122 -0.181 0.360 0.07
H 0.3629 -5.7063 5.5723 0.563 0.241 -0.090 0.09
H -3.2069 -3.7705 1.0007 -0.294 -0.521 0.534 0.08
H -3.4619 -1.3212 -0.5169 0.472 -0.056 0.172 0.07
H 2.0288 -1.8859 -4.5231 0.178 -0.058 0.398 0.07
H 2.9354 5.1319 1.1184 0.241 -0.067 -0.234 0.09
H 3.2613 0.1913 -1.1011 0.275 -0.286 0.370 0.08
H -4.7889 -2.4017 -0.2868 -0.447 0.152 0.195 0.08
H 0.1424 -0.5368 1.6750 0.120 -0.126 0.067 0.07
H -5.0285 2.3881 -3.8079 -0.113 0.160 -0.285 0.07
H -4.9341 3.1872 1.9004 0.154 0.214 -0.245 0.12
H 4.2427 -1.1357 -3.0811 -0.245 -0.037 0.575 0.05
H -1.8521 -2.8752 1.4905 -0.053 0.672 -0.109 0.05
H 2.5814 4.5055 3.7093 -0.582 0.017 0.388 0.09
H 4.1085 0.5909 -3.4110 0.177 -0.109 -0.634 0.05
H 4.1253 4.7470 2.3748 0.208 0.161 -0.101 0.11
H -4.3219 4.5955 1.0854 0.055 -0.240 0.223 0.13
H -0.5538 -4.2479 -3.5873 -0.188 -0.070 -0.059 0.08
H 0.7625 -3.8855 -1.1601 0.630 -0.029 0.037 0.09
H -0.8255 -4.6009 5.0140 -0.485 0.135 0.428 0.07
H -5.0418 -2.8746 2.6530 -0.364 -0.061 0.187 0.08
H -4.8599 -0.6142 0.1539 -0.553 -0.342 -0.095 0.07
H -3.7849 1.2943 1.8561 0.119 -0.032 -0.292 0.11
H -2.3002 3.1846 -1.6489 -0.214 -0.014 0.654 0.03
H 0.5795 -4.5029 3.2322 0.010 0.051 -0.082 0.13
H 1.3133 -2.2135 -1.6202 0.395 -0.201 0.334 0.07
H 2.2788 2.6451 1.0913 -0.050 0.244 0.002 0.07
H -3.7936 1.5127 -1.8636 0.079 -0.788 -0.056 0.10
H 1.7709 -2.2255 4.9177 0.150 -0.169 0.066 0.08
H -3.4727 -0.8728 1.9714 0.785 -0.173 0.144 0.10

93
Properties=species:S:1:pos:R:3:forces:R:3:lowdin_charge:R:1 method="wB97M-V/def2-TZVPD" e_tot_ha=-4997.3076 lumo_energy_ev=-3.936 total_charge=+1 spin_multiplicity=1
S -1.5689 2.1549 2.4761 -0.050 -0.069 0.038 0.78
S 8.5898 -2.1354 -2.7923 0.025 0.014 -0.072 0.81
S -4.0243 -3.7282 4.9656 -0.010 -0.024 0.052 0.83
S -5.5375 -4.1886 0.2021 0.208 0.152 -0.027 0.81
S -1.1771 0.9384 -2.5952 -0.073 0.126 0.119 0.81
S 5.2174 2.9332 -6.9260 -0.103 0.030 0.071 0.79
S 3.6228 0.3398 -3.8103 0.058 -0.065 -0.048 0.79
S -7.6549 -1.9763 -2.1909 -0.196 0.322 0.766 1.04
S -1.1424 4.6223 7.8417 0.036 0.077 -0.017 0.82
O -6.4297 -4.6495 -0.9231 -0.297 0.268 0.000 -0.60
O -0.8221 3.5137 6.8980 -0.040 -0.049 0.056 -0.57
O -1.1762 -0.5516 -2.7131 -0.093 -0.007 0.018 -0.56
O 5.6256 1.6716 -7.6021 0.048 -0.011 -0.038 -0.55
O -1.6869 3.3243 1.5585 0.035 -0.022 -0.042 -0.56
O 4.6844 1.3401 -3.4885 0.048 0.012 -0.024 -0.55
O 7.2149 -2.5486 -2.3994 -0.092 0.006 0.015 -0.56
O -3.8210 -3.9724 3.5040 -0.048 0.098 -0.003 -0.58
N -6.2605 -1.5167 -1.5600 -0.235 0.342 -0.724 -0.34
C -5.1914 0.4544 -2.4839 0.084 0.023 0.404 0.00
C -1.5208 2.7932 4.1469 0.013 0.013 -0.044 -0.29
C 6.4901 3.3185 -5.7270 0.093 0.002 0.045 -0.26
C -5.2561 -1.0065 -2.2386 -0.041 -0.260 0.198 -0.40
C 3.8009 -0.0536 -5.5445 -0.004 -0.058 -0.088 -0.26
C 4.1790 -1.2408 -3.1840 0.072 -0.076 0.047 -0.26
C -4.9390 -5.6372 1.0457 -0.001 -0.312 -0.031 -0.25
C 5.5720 4.2756 -8.0638 0.075 0.041 -0.022 -0.27
C -2.7032 4.2017 8.6221 -0.038 -0.030 0.046 -0.27
C 0.4939 1.4654 -2.2409 0.115 0.016 -0.061 -0.27
C 8.5794 -0.3413 -2.8680 0.030 0.058 0.011 -0.27
C 9.6084 -2.2679 -1.3201 0.034 0.026 0.058 -0.27
C -1.8259 1.3250 -0.9677 -0.037 0.051 -0.019 -0.27
C -0.1208 4.3728 9.2949 0.017 -0.017 0.062 -0.27
C -2.5740 -4.3748 5.7942 0.059 -0.012 0.026 -0.26
C -3.6662 -1.9933 5.2443 0.040 0.054 0.011 -0.26
C -4.1923 -1.8995 -2.7269 0.180 0.225 -0.309 0.01
C 0.1449 1.6146 2.4264 0.065 0.043 0.030 -0.26
C -6.6105 -3.6153 1.5133 -0.074 0.022 0.041 -0.25
H 4.1920 -1.1891 -2.0973 0.011 0.021 0.001 0.05
H -6.0486 0.7161 -3.1169 0.098 0.025 -0.056 0.11
H -1.7526 2.3949 -0.7752 0.004 -0.010 0.051 0.05
H 9.1277 -1.7336 -0.5009 -0.024 -0.002 -0.012 0.06
H -2.5899 -5.4572 5.6888 -0.021 0.000 -0.008 0.05
H 5.4012 5.2278 -7.5619 -0.013 -0.002 0.000 0.05
H 0.4939 2.5322 -2.0176 -0.042 0.003 -0.010 0.07
H 9.6955 -3.3242 -1.0758 -0.013 -0.006 -0.019 0.05
H -5.3731 0.9633 -1.5327 0.022 0.064 -0.075 0.11
H -0.4086 5.0875 10.0655 0.010 0.010 -0.006 0.06
H 10.5957 -1.8549 -1.5257 0.004 -0.012 -0.005 0.05
H 6.2931 4.2990 -5.2938 -0.013 -0.008 0.014 0.06
H -7.3260 -4.3987 1.7629 0.004 -0.010 -0.018 0.07
H -3.6761 -1.7928 6.3153 -0.013 0.003 0.000 0.06
H -3.4770 4.2549 7.8592 0.014 0.013 -0.014 0.05
H 6.6047 4.1970 -8.4029 -0.001 -0.022 0.001 0.06
H 9.5950 0.0199 -3.0302 -0.002 -0.001 -0.017 0.05
H -7.7901 -3.2142 -1.6038 0.308 -0.360 -0.385 -0.03
H 3.4901 -2.0218 -3.5061 -0.029 0.028 -0.007 0.06
H -7.1332 -2.7279 1.1586 0.036 0.018 -0.004 0.04
H -5.9885 -3.3657 2.3728 0.030 -0.032 -0.010 0.03
H 7.9469 -0.0504 -3.7047 -0.014 -0.018 0.004 0.04
H -2.6945 -1.7526 4.8138 0.000 -0.022 -0.017 0.06
H 4.8948 4.1778 -8.9095 -0.008 -0.023 0.007 0.05
H -4.6557 -2.7057 -3.3088 0.052 -0.089 0.148 0.11
H 5.1862 -1.4442 -3.5463 0.017 -0.011 0.049 0.04
H -4.2548 0.7787 -2.9292 -0.090 0.025 -0.073 0.07
H 4.8367 -0.3235 -5.7459 0.012 0.061 -0.025 0.06
H -1.3130 1.9857 4.8464 0.008 0.013 0.015 0.05
H -0.2427 3.3498 9.6500 -0.007 -0.008 -0.022 0.06
H 1.1058 1.2734 -3.1193 -0.037 -0.010 0.030 0.00
H 0.3485 1.2159 1.4348 -0.019 0.004 -0.006 0.03
H 8.1688 0.0563 -1.9402 -0.023 -0.022 0.000 0.06
H -4.4450 -1.4117 4.7556 -0.011 -0.015 -0.004 0.05
H -2.6437 3.1910 9.0253 0.020 -0.004 -0.012 0.06
H -2.9174 4.9210 9.4121 -0.007 0.008 -0.010 0.06
H -1.6796 -3.9667 5.3246 -0.013 0.005 -0.022 0.06
H 6.4335 2.5571 -4.9503 -0.073 0.014 0.008 0.03
H 3.5410 0.8387 -6.1078 0.010 -0.020 -0.041 0.02
H -0.7526 3.5598 4.2223 -0.001 0.001 0.008 0.06
H -2.4938 3.2251 4.3686 -0.011 -0.007 -0.030 0.05
H 0.7939 2.4678 2.6223 -0.015 0.014 -0.003 0.07
H -2.8711 1.0242 -0.9333 0.002 -0.016 -0.002 0.03
H 0.2982 0.8356 3.1728 -0.002 -0.002 0.001 0.06
H -2.6152 -4.1076 6.8497 -0.009 -0.013 0.003 0.06
H -4.2773 -6.1723 0.3672 -0.014 0.045 -0.050 0.06
H -4.3904 -5.3196 1.9331 -0.035 0.079 -0.033 0.02
H -7.3554 -2.3973 -3.4487 0.113 -0.503 0.141 0.00
H -3.7085 -2.3697 -1.8625 -0.079 -0.032 -0.021 0.11
H -5.7806 -6.2759 1.3152 -0.029 0.026 -0.032 0.07
H 7.4628 3.2987 -6.2191 -0.014 -0.009 -0.028 0.06
H -3.4380 -1.3727 -3.3075 0.076 -0.129 0.053 0.07
H -1.2629 0.7674 -0.2201 0.000 -0.051 -0.035 0.04
H 3.1333 -0.8710 -5.8175 -0.038 0.011 0.067 0.06
H 0.9125 4.5449 9.0023 -0.006 0.007 -0.021 0.05
H 0.8820 0.8975 -1.3949 -0.028 -0.041 -0.014 0.06